Run a
The following is a DFT calculation (ωB97M-V/def2-TZVPD) of one molecule with the formula C4H4Cl2.

Structure (XYZ):
```
10
Properties=species:S:1:pos:R:3
C -0.29307 0.50265 -0.50870
C 0.99170 -2.12018 1.03943
C 0.43693 -0.54761 0.68320
C -0.33052 0.26845 -1.81151
Cl 0.85819 -3.21212 -0.19170
Cl -0.97818 1.37633 -3.02005
H -0.65196 1.41137 -0.13041
H -0.42236 -0.81324 1.27981
H 0.96434 0.17444 1.41344
H 0.20677 -0.54236 -2.29150
```

The value obtained for the LUMO energy is -0.671 eV. For the HOMO energy, the calculation gives -9.243 eV.

=====

Run b
The following is a DFT calculation (ωB97M-V/def2-TZVPD) of one molecule with the formula C4H4Cl2.

Structure (XYZ):
```
10
Properties=species:S:1:pos:R:3
C -1.16607 -0.13682 -0.27191
C -0.20934 0.61463 0.53041
C 1.02682 -0.25481 0.42147
C 1.91651 -1.04515 -0.19745
H -0.58283 0.10060 -1.24276
H -0.88364 -1.31329 -0.24092
H -0.45788 0.89054 1.67372
H 3.06208 -1.28541 -0.54610
Cl -2.80998 0.15223 0.00120
Cl 0.10432 2.27748 -0.12763
```

The value obtained for the LUMO energy is 0.480 eV. Its SMILES is C#C[C@@H](Cl)CCl. For the HOMO energy, the calculation gives -10.180 eV.

=====

How far above the most stable structure does each one sit? In kJ/mol: run a 112.7; run b 0.0.